A cluster of 3 separate species, C5H15NO4 in total at a distorted geometry, computed with wB97M-V/def2-TZVPD.

Element x y z (Å)
C  -0.43011  -0.13614  1.81950
N  -0.02671  1.23875  1.40582
C  -0.44102  1.61717  0.02833
C  0.32137  2.76744  -0.39086
O  1.30270  2.59798  -1.38599
C  -0.20445  0.42331  -1.06208
O  0.76179  -0.33550  -1.16292
C  0.71813  -1.28910  1.34687
H  -0.84062  -0.06646  2.72991
H  -1.28057  -0.44902  1.11520
H  -0.18786  1.99643  2.06743
H  -1.60420  1.65789  0.12267
H  0.75747  3.48114  0.30508
H  -0.49363  3.23715  -1.10587
H  1.85936  1.83189  -1.16360
H  -1.14519  0.34511  -1.69430
H  1.05620  -1.52870  2.37883
H  0.48968  -2.18518  0.88384
H  1.59835  -0.94814  0.97627
H  -2.78897  -1.57291  -2.22871
H  -1.94247  -1.01259  -0.95461
O  -2.05784  -1.61225  -1.64549
H  1.61652  -3.57595  -0.00780
H  1.48105  -2.84779  -1.47276
O  1.48101  -3.63454  -0.90478

LUMO = 0.32 eV
SMILES = CCN[C@H](C=O)CO.O.O
relative energy (zero: lowest compared OMol25 entry of this formula, charge and spin) = 5.335 eV
total charge = 0
highest occupied orbital energy = -9.010 eV
gap between HOMO and LUMO = 9.33 eV